(1)
Below is a structure of composition C29H56BCuN8Si4Te, with properties calculated with wB97M-V/def2-TZVPD.

The geometry in XYZ format:
```
100
C29H56BCuN8Si4Te wB97M-V/def2-TZVPD
Te 0.35 1.59 0.21
Cu -0.67 -1.15 -0.06
Si 3.06 3.76 1.71
Si 3.77 2.12 -1.65
Si 4.04 0.13 1.54
Si 2.80 1.80 0.46
N -3.31 -0.35 -1.08
N -1.75 -0.61 1.61
N -5.30 -0.91 0.41
N -5.93 0.21 -0.02
N -3.37 -0.97 -2.28
N -2.14 -2.94 0.24
N -3.43 -2.56 0.07
N -3.08 -0.46 1.43
C -7.13 0.20 0.52
C -4.20 -3.62 -0.22
C 4.84 4.11 2.22
C 5.87 0.49 1.20
C 0.67 -2.45 -2.55
C -2.12 -4.26 0.12
C 3.85 0.10 3.42
C -7.31 -0.95 1.33
C 1.69 -3.25 -1.76
C -2.74 1.18 -2.55
C -3.40 -4.74 -0.19
C -6.11 -1.61 1.24
C -8.10 1.31 0.26
C 2.45 5.21 0.67
C -0.88 -5.05 0.37
C 0.25 -1.17 -1.82
C -2.94 0.94 -1.22
C -2.94 -0.42 -4.62
C -3.03 -0.06 -3.17
C 5.39 3.09 -1.57
C 4.12 0.47 -2.48
C -3.64 0.04 2.54
C -0.09 -0.29 3.40
C -0.53 -3.28 -2.98
C 2.58 3.08 -2.74
C 2.03 3.69 3.28
C 3.68 -1.60 0.91
C -2.65 0.22 3.48
C -1.47 -0.22 2.85
B -3.79 -1.06 0.18
H 1.10 -0.49 -1.76
H -3.66 0.16 -5.22
H -7.98 2.11 0.98
H 3.22 -0.15 -2.48
H -3.17 -1.48 -4.75
H 0.62 -0.53 2.61
H 1.27 -3.62 -0.82
H -4.69 0.24 2.58
H -1.19 -3.48 -2.14
H 0.21 0.67 3.83
H 1.64 2.54 -2.84
H -5.77 -2.52 1.71
H -0.52 -0.65 -2.41
H -1.12 -2.74 -3.72
H -0.22 -4.24 -3.42
H 6.13 2.61 -0.93
H 4.67 -0.49 3.85
H -2.75 0.62 4.47
H 5.21 4.10 -1.17
H 3.86 -1.68 -0.16
H 5.81 3.20 -2.57
H 6.49 -0.23 1.75
H -0.04 -4.38 0.51
H 4.90 -0.09 -1.96
H -8.18 -1.24 1.89
H 5.20 3.36 2.93
H 1.19 -2.14 -3.48
H -0.66 -5.72 -0.46
H -0.02 -1.05 4.19
H 2.36 4.06 -2.31
H 2.43 2.96 3.99
H -3.70 -5.76 -0.36
H 2.00 4.67 3.76
H 2.55 -2.63 -1.49
H -7.93 1.72 -0.74
H 1.43 5.02 0.33
H 3.90 1.10 3.85
H 2.45 6.14 1.26
H -5.24 -3.50 -0.43
H 6.15 1.49 1.52
H -9.13 0.95 0.32
H 4.43 0.61 -3.52
H 3.08 5.36 -0.21
H 4.91 5.09 2.71
H 2.06 -4.11 -2.33
H 4.32 -2.33 1.42
H 2.64 -1.88 1.09
H -1.95 -0.22 -5.02
H -2.86 1.59 -0.36
H -0.99 -5.65 1.27
H 1.00 3.39 3.04
H 3.01 3.23 -3.74
H 6.11 0.39 0.14
H 2.91 -0.36 3.72
H 5.52 4.11 1.37
H -2.41 2.09 -3.02
```

Computed properties:
E_HOMO (spin up / spin down)	-0.1487 / -0.1529	hartree
gap between HOMO and LUMO (spin up / spin down)	0.2442 / 0.2261	hartree
strongest force on any atom	0.5	eV/A
charge	-1
E_tot	-4668.29605	hartree
⟨S²⟩	0.761
spin multiplicity	2

***

(2)
Below is a cluster of 2 separate species, C5H6N3O2 in total at a distorted geometry, with properties calculated with wB97M-V/def2-TZVPD.

The geometry in XYZ format:
```
16
C5H6N3O2 wB97M-V/def2-TZVPD
O -3.09 2.27 -0.32
O 2.32 2.43 0.09
N -0.71 0.81 0.10
N -0.52 -1.34 -0.10
N 2.61 0.24 0.10
C -1.99 0.26 0.23
C 3.00 1.45 0.12
C -1.78 -1.12 0.19
C 0.15 -0.16 -0.14
C -3.05 1.22 0.26
H -2.57 -1.84 0.24
H -0.60 1.83 -0.02
H -4.00 0.95 0.72
H 4.13 1.25 -0.12
H 3.17 -0.69 0.15
H 0.05 -2.21 -0.11
```

Computed properties:
E_HOMO (spin up / spin down)	-0.5238 / -0.5236	hartree
gap between HOMO and LUMO (spin up / spin down)	0.2471 / 0.2470	hartree
strongest force on any atom	7.3	eV/A
charge	+1
E_tot	-508.41512	hartree
spin multiplicity	1

***

(3)
Below is an isolated molecule of C24H31N5O6 at a distorted geometry, with properties calculated with wB97M-V/def2-TZVPD.

The geometry in XYZ format:
```
66
C24H31N5O6 wB97M-V/def2-TZVPD
O -0.36 -0.97 -1.83
O 2.67 -2.33 2.70
O -2.32 2.83 -0.51
O -0.37 3.66 -1.26
O 3.68 -4.14 1.75
O -1.51 -4.93 -1.96
N -2.01 0.58 -2.02
N 2.03 -3.02 0.68
N -0.47 -3.84 -0.28
N -3.84 -3.40 -1.13
N -3.93 -1.24 -1.54
C -2.62 -1.62 -1.49
C -2.35 7.98 -2.60
C -0.36 6.86 -1.85
C 0.94 -2.08 0.67
C -1.45 -3.98 -1.19
C -1.36 2.78 -1.24
C 4.98 -2.09 3.47
C -2.51 6.05 -1.18
C 3.52 -2.32 3.87
C -1.13 5.95 -1.15
C -1.54 -0.67 -1.78
C -0.47 4.81 -0.41
C 2.86 -3.24 1.73
C -1.15 1.70 -2.29
C -0.39 -2.84 0.76
C 1.96 -3.99 -0.39
C -2.54 -2.98 -1.21
C -3.12 7.06 -1.90
C 3.00 -1.14 4.69
C -0.97 7.88 -2.57
C -1.43 2.30 -3.67
C -4.63 -2.32 -1.32
C 3.37 -3.62 4.66
C 0.65 -4.77 -0.28
H -5.70 -2.36 -1.30
H -2.83 8.77 -3.16
H 5.59 -1.99 4.36
H -0.12 1.34 -2.24
H -1.28 1.54 -4.44
H -3.00 0.74 -1.89
H 1.96 -1.29 4.95
H 0.72 6.78 -1.84
H 0.95 -1.53 -0.27
H -1.05 4.54 0.48
H 1.04 -1.39 1.51
H 1.99 -3.45 -1.35
H -0.76 3.13 -3.86
H 3.58 -1.04 5.61
H 3.72 -4.46 4.06
H -3.11 5.33 -0.64
H 0.52 -5.44 -1.13
H 0.56 5.06 -0.13
H -4.20 7.13 -1.92
H -4.12 -4.36 -1.00
H 2.81 -4.66 -0.31
H -0.37 8.59 -3.11
H 5.34 -2.93 2.88
H 0.64 -5.34 0.65
H -2.46 2.65 -3.73
H 3.09 -0.22 4.12
H 2.32 -3.78 4.91
H 3.95 -3.57 5.57
H -0.45 -3.35 1.74
H 5.06 -1.18 2.87
H -1.23 -2.15 0.67
```

Computed properties:
E_HOMO	-0.3207	hartree
gap between HOMO and LUMO	0.3432	hartree
strongest force on any atom	1.0	eV/A
E_tot	-1658.48140	hartree
spin multiplicity	1

***

(4)
Below is an isolated molecule of C8H7ClO2 at a distorted geometry, with properties calculated with wB97M-V/def2-TZVPD.

The geometry in XYZ format:
```
18
C8H7ClO2 wB97M-V/def2-TZVPD
Cl -0.97 -3.22 -3.20
O -0.84 2.39 0.55
O 0.51 0.58 0.95
C -1.19 -0.38 -0.42
C 0.66 2.39 2.42
C 1.16 -1.05 -0.56
C -0.47 -2.06 -2.01
C 0.12 -0.25 -0.02
C 0.85 -1.90 -1.64
C 0.03 1.81 1.20
C -1.49 -1.29 -1.46
H 0.21 3.40 2.52
H 2.19 -0.83 -0.17
H -1.98 0.19 -0.01
H 1.80 2.35 2.42
H 1.63 -2.48 -2.11
H 0.32 1.81 3.29
H -2.55 -1.45 -1.75
```

Computed properties:
E_HOMO	-0.3302	hartree
gap between HOMO and LUMO	0.3594	hartree
strongest force on any atom	2.6	eV/A
E_tot	-919.72146	hartree
spin multiplicity	1

***

Let's list relative energy (zero: lowest compared OMol25 entry of this formula, charge and spin) in order: 0.0 98.9 15.3 6.4 kcal per mole.